# 1
# C9H8IN2O

A gas-phase ion, C9H8IN2O (charge +1) in a non-equilibrium geometry (wB97M-V/def2-TZVPD, OMol25).

Geometry as XYZ:
```
21
Properties=species:S:1:pos:R:3:lowdin_charge:R:1
C 2.99721 -1.24375 -2.05147 -0.151
C 2.31522 -0.37481 0.00735 -0.037
C 1.43473 0.05619 0.91541 -0.048
C 0.58742 -1.02420 -1.62420 0.058
C 1.94216 -0.85603 -1.21478 -0.190
C 0.08938 -0.02371 0.51543 -0.085
C -0.28450 -0.49614 -0.74080 -0.171
C -1.80491 -0.43755 -0.90908 -0.060
C -1.48851 0.36614 1.19120 -0.907
N 3.83578 -1.48359 -2.78638 0.227
N -1.47403 1.79616 1.63779 0.164
O -2.36571 0.17058 0.25011 -0.100
I -1.67823 -0.74819 2.98794 1.030
H 3.39349 -0.04547 0.18120 0.174
H 1.53482 0.46509 1.88550 0.105
H 0.22385 -1.31928 -2.56037 0.128
H -1.99281 0.26390 -1.71495 0.132
H -2.55430 -1.31284 -1.16734 0.191
H -2.17714 1.95273 2.46656 0.174
H -2.02836 2.22689 0.85084 0.197
H -0.50556 2.06791 1.88002 0.171
```

HOMO level (alpha / beta) in eV: -9.481 / -13.642
DFT total energy in eV: -22577.7214
Relative energy (zero: lowest compared OMol25 entry of this formula, charge and spin) in kcal/mol: 70.9
⟨S²⟩: 2.032
Total charge: +1
Largest force on an atom in eV/A: 6.06
HOMO-LUMO gap (alpha / beta) in eV: 5.8 / 6.4
Multiplicity: 3
LUMO level (alpha / beta) in eV: -3.68 / -7.19


# 2
# C9H8N

A gas-phase ion, C9H8N (charge +1) in a non-equilibrium geometry (wB97M-V/def2-TZVPD, OMol25).

Geometry as XYZ:
```
18
Properties=species:S:1:pos:R:3:lowdin_charge:R:1
C -1.13891 1.58016 -0.89920 0.174
C 0.07439 1.43712 -1.22477 0.143
C 0.03255 -1.75667 -0.64298 0.029
C 0.94123 -0.79701 -0.68863 -0.013
C -1.41764 -0.28222 0.55895 -0.091
C -1.44181 -1.62876 0.00583 -0.017
C -1.74248 1.14114 0.31927 -0.047
C 0.75732 0.60953 -0.23101 -0.424
C 1.87001 1.23019 0.55234 0.003
N -0.46298 0.50676 0.82112 0.181
H 0.17539 -2.66454 -1.02409 0.074
H 1.97574 -0.98765 -0.96647 0.147
H -2.42991 -1.91827 -0.50482 0.167
H -1.44588 -2.42212 0.78122 0.147
H -2.09885 1.95375 1.01594 0.179
H 2.05375 0.40775 1.31530 0.132
H 1.47957 2.14580 0.86776 0.075
H 2.81851 1.44504 -0.05577 0.140
```

HOMO level (alpha / beta) in eV: -14.504 / -14.502
DFT total energy in eV: -10936.9597
Relative energy (zero: lowest compared OMol25 entry of this formula, charge and spin) in kcal/mol: 76.0
Total charge: +1
Largest force on an atom in eV/A: 4.23
HOMO-LUMO gap (alpha / beta) in eV: 8.4 / 8.4
Multiplicity: 1
Structure (SMILES): C[C@]12C#C[C@H]3C(=[N+]31)CC=C2
LUMO level (alpha / beta) in eV: -6.10 / -6.11


# 3
# C9H8N2

A single C9H8N2 molecule in a non-equilibrium geometry (wB97M-V/def2-TZVPD, OMol25).

Geometry as XYZ:
```
19
Properties=species:S:1:pos:R:3:lowdin_charge:R:1
C 2.62295 0.16774 0.94465 -0.037
C 2.98664 -0.91900 0.22656 -0.121
C 2.06278 -1.64647 -0.54540 -0.172
C 0.42619 -0.11686 -0.00741 -0.236
C 1.24458 0.61076 0.78786 0.012
C -0.96188 0.18638 -0.23381 -0.188
C -1.93904 -0.21637 -1.23864 -0.042
C -3.11875 0.43616 -0.93831 -0.161
C -2.98548 1.13898 0.22033 -0.203
H 3.36758 0.56488 1.42325 0.045
H 4.19737 -1.20188 0.25125 0.159
H 2.45868 -2.61014 -1.24621 0.161
H 1.07957 1.38568 1.23071 0.005
H -1.36583 -1.03021 -2.06534 0.181
H -4.03463 0.31712 -1.37010 0.060
H -3.85636 1.73165 0.91963 0.179
H -1.24506 1.45232 1.66171 0.240
N 0.80590 -1.27126 -0.70757 0.101
N -1.74521 1.02053 0.68685 0.016
```

HOMO level in eV: -7.630
DFT total energy in eV: -12438.5208
Relative energy (zero: lowest compared OMol25 entry of this formula, charge and spin) in kcal/mol: 107.6
Largest force on an atom in eV/A: 10.64
HOMO-LUMO gap in eV: 8.3
Multiplicity: 1
Structure (SMILES): c1ccc(-c2ccc[nH]2)nc1
LUMO level in eV: 0.69


# 4
# C9H8N2O

A single C9H8N2O molecule in a non-equilibrium geometry (wB97M-V/def2-TZVPD, OMol25).

Geometry as XYZ:
```
20
Properties=species:S:1:pos:R:3:lowdin_charge:R:1
C -0.73379 3.02746 -1.10995 -0.015
C -0.11168 1.84244 0.95479 -0.133
C 0.35458 -0.37938 1.10612 -0.204
C 0.80667 -1.50536 1.88968 0.003
C 0.77496 -2.69412 1.18312 -0.098
C 0.28613 -2.85678 -0.11932 -0.080
C -0.11423 -1.78166 -0.88454 0.014
C -0.02030 -0.47559 -0.27487 -0.049
C -0.28528 0.66009 -1.15063 -0.408
H -0.84236 2.75400 -2.09593 0.059
H 0.02122 3.76940 -0.90026 0.094
H -1.66256 3.45017 -0.74006 0.098
H 0.03613 2.87873 1.28841 0.136
H 1.26516 -1.41905 2.89353 0.120
H 1.15469 -3.59345 1.66281 0.102
H 0.25148 -3.86409 -0.48771 0.097
H -0.27798 -1.81164 -1.90183 0.087
N -0.54483 1.80091 -0.36414 -0.031
N 0.16792 0.84709 1.70875 0.106
O -0.38123 0.53466 -2.33720 0.102
```

HOMO level in eV: -8.660
DFT total energy in eV: -14490.2669
Relative energy (zero: lowest compared OMol25 entry of this formula, charge and spin) in kcal/mol: 12.1
Largest force on an atom in eV/A: 3.83
HOMO-LUMO gap in eV: 9.2
Multiplicity: 1
Structure (SMILES): Cn1cnc2ccccc2c1=O
LUMO level in eV: 0.49


# 5
# C9H8N2O2

A single C9H8N2O2 molecule in a non-equilibrium geometry (wB97M-V/def2-TZVPD, OMol25).

Geometry as XYZ:
```
21
Properties=species:S:1:pos:R:3:lowdin_charge:R:1
C -3.10247 -1.74866 0.03176 -0.251
C -2.28878 -0.53750 -0.03925 0.034
C -1.61490 0.46976 0.03184 0.081
C -0.90436 1.69927 0.01760 -0.326
C -0.30489 3.74772 -0.06471 -0.137
C 0.83906 3.02756 0.00137 -0.055
C 1.26744 0.59943 -0.02441 0.021
C 1.90220 -0.41243 -0.00811 0.057
C 2.70563 -1.64595 -0.04876 -0.275
H -2.75930 -3.65713 -0.06637 0.078
H -3.90163 -1.80835 -0.73206 0.123
H -3.61460 -1.75671 1.02495 0.128
H -0.44874 4.83137 0.02420 0.107
H 1.86483 3.29289 0.07601 0.114
H 2.43929 -2.16413 -0.97506 0.120
H 2.46158 -2.29900 0.79824 0.124
H 4.55150 -2.09869 0.11744 0.082
N -1.40927 2.92000 -0.08716 0.119
N 0.46107 1.70893 0.01578 -0.026
O -2.20171 -2.87360 -0.07858 -0.073
O 4.05804 -1.29478 -0.01470 -0.046
```

HOMO level in eV: -8.526
DFT total energy in eV: -16533.1153
Relative energy (zero: lowest compared OMol25 entry of this formula, charge and spin) in kcal/mol: 131.2
Largest force on an atom in eV/A: 1.76
HOMO-LUMO gap in eV: 9.1
Multiplicity: 1
Structure (SMILES): OCC#Cc1nccn1C#CCO
LUMO level in eV: 0.59


# 6
# C9H8N2O4Pd

A molecular structure, C9H8N2O4Pd in a non-equilibrium geometry (wB97M-V/def2-TZVPD, OMol25).

Geometry as XYZ:
```
24
Properties=species:S:1:pos:R:3:lowdin_charge:R:1
Pd 0.09763 -1.15033 1.16075 0.677
C 1.54828 -1.36480 2.61051 -0.028
O 2.22032 -1.21665 3.52665 0.206
C -1.32829 -2.58623 1.23327 -0.112
O -1.82726 -3.59750 1.45767 0.215
C 0.49409 -1.81766 -0.81684 -0.051
O 0.86470 -2.29616 -1.80660 0.190
C -1.35218 0.23118 1.69262 -0.083
O -2.11956 0.83065 2.30358 0.202
C -2.25002 0.26603 -1.57652 0.068
H -2.45328 1.21116 -1.04730 0.088
H -1.51837 0.31974 -2.39490 0.100
C -2.69075 -0.91257 -1.09501 0.027
H -2.37922 -1.87842 -1.51707 0.088
H -3.31527 -0.98426 -0.18851 0.088
N 2.72925 1.68314 -0.57817 0.115
C 1.70586 2.59232 -0.72347 -0.015
C 0.54671 1.98200 -0.29103 -0.084
N 0.89984 0.69677 0.11492 -0.084
C 2.19569 0.54246 -0.08298 -0.186
H 3.72206 1.79104 -0.77758 0.189
H 1.89076 3.60464 -1.11107 0.153
H -0.44980 2.39318 -0.25084 0.108
H 2.76882 -0.33973 0.15793 0.129
```

HOMO level (alpha / beta) in eV: -16.841 / -16.627
DFT total energy in eV: -24091.3472
Relative energy (zero: lowest compared OMol25 entry of this formula, charge and spin) in kcal/mol: 0.0
⟨S²⟩: 2.028
Total charge: +2
Largest force on an atom in eV/A: 6.29
HOMO-LUMO gap (alpha / beta) in eV: 9.3 / 4.1
Multiplicity: 3
LUMO level (alpha / beta) in eV: -7.57 / -12.51


# 7
# C9H8N2O4Sc

A molecular structure, C9H8N2O4Sc in a non-equilibrium geometry (wB97M-V/def2-TZVPD, OMol25).

Geometry as XYZ:
```
24
Properties=species:S:1:pos:R:3:lowdin_charge:R:1
O 0.91152 -2.68742 -2.88743 0.297
C 1.10396 -1.70979 -2.28729 0.049
Sc 1.70246 -0.03852 -1.06384 1.203
O -3.30986 0.29153 -4.56824 0.063
C -2.28787 0.15729 -4.07247 -0.009
C 2.80078 0.19170 -3.05931 0.048
O 3.29926 0.29248 -4.09758 0.291
C 0.79576 1.78897 -1.91133 0.059
O 0.41009 2.83594 -2.22777 0.286
C 0.11289 1.77063 3.35699 0.053
C -0.06523 0.73627 2.32688 -0.214
C -0.69155 -0.50386 2.29873 0.129
C -0.58005 -0.99615 0.99695 -0.242
N 0.13525 -0.10117 0.27671 -0.102
N 0.41311 0.94867 1.10960 0.031
C -1.07915 -2.23199 0.37298 0.025
H -0.85812 1.99393 3.80942 0.130
H 0.77782 1.41295 4.15002 0.130
H 0.52584 2.69982 2.95061 0.108
H -1.18754 -0.98507 3.12320 0.162
H 0.73820 1.85366 0.74803 0.169
H -0.44781 -3.09662 0.60469 0.122
H -2.07596 -2.45828 0.76600 0.130
H -1.14376 -2.16496 -0.71556 0.080
```

HOMO level in eV: -20.957
DFT total energy in eV: -41299.3479
Relative energy (zero: lowest compared OMol25 entry of this formula, charge and spin) in kcal/mol: 25.0
Total charge: +3
Largest force on an atom in eV/A: 8.94
HOMO-LUMO gap in eV: 5.6
Multiplicity: 1
LUMO level in eV: -15.35


# 8
# C9H8N2O4Zn

A molecular structure, C9H8N2O4Zn in a non-equilibrium geometry (wB97M-V/def2-TZVPD, OMol25).

Geometry as XYZ:
```
24
Properties=species:S:1:pos:R:3:lowdin_charge:R:1
Zn 0.00519 0.08125 -0.71819 0.321
O -0.00215 3.53229 -0.54258 0.213
C 0.00158 2.38822 -0.61248 0.048
C 0.00402 -2.20615 -0.83492 0.048
O 0.00693 -3.33424 -0.66005 0.215
C 2.29318 0.17386 -0.82071 0.083
O 3.42991 0.16612 -0.70354 0.208
C -2.28312 0.16700 -0.81959 0.086
O -3.42282 0.15241 -0.70271 0.205
C 0.00195 0.86202 -2.96042 -0.085
H -0.92498 1.42188 -3.12263 0.099
H 0.92677 1.42517 -3.12338 0.099
C 0.00440 -0.52287 -2.96753 -0.110
H 0.93065 -1.07752 -3.15431 0.099
H -0.91993 -1.08067 -3.15426 0.099
N -0.03218 0.43557 3.45123 0.114
C 0.01198 -0.95051 3.47160 -0.009
C 0.03463 -1.34354 2.16361 -0.088
N 0.00311 -0.20357 1.35832 -0.043
C -0.03687 0.84774 2.16175 -0.152
H -0.05669 1.05134 4.25475 0.183
H 0.02319 -1.53204 4.37633 0.141
H 0.07044 -2.35222 1.77838 0.102
H -0.06919 1.89845 1.88134 0.124
```

HOMO level in eV: -16.657
DFT total energy in eV: -69032.9980
Relative energy (zero: lowest compared OMol25 entry of this formula, charge and spin) in kcal/mol: 0.0
Total charge: +2
Largest force on an atom in eV/A: 4.32
HOMO-LUMO gap in eV: 8.8
Multiplicity: 1
LUMO level in eV: -7.89


# 9
# C9H8NO2

A gas-phase ion, C9H8NO2 (charge +1) in a non-equilibrium geometry (wB97M-V/def2-TZVPD, OMol25).

Geometry as XYZ:
```
20
Properties=species:S:1:pos:R:3:lowdin_charge:R:1
C -3.03591 -0.38532 -0.05674 -0.061
C -2.90053 0.96413 -0.02800 -0.067
C -1.90411 -1.19222 -0.01568 0.013
C -1.64541 1.62080 0.00033 0.058
C -0.63879 -0.55609 0.00217 -0.192
C -0.49384 0.79408 -0.07223 -0.100
C 0.61052 -1.29943 0.03699 -0.068
C 3.99862 -0.00226 0.05762 0.240
C 0.93590 1.10142 -0.14062 -0.233
N 1.66435 -0.32019 -0.18286 0.008
O 2.91406 -0.67789 -0.06096 0.090
O 1.54986 2.08839 -0.09641 0.199
H -4.11851 -0.76311 -0.12296 0.154
H -3.78208 1.52797 0.18566 0.111
H -1.84450 -2.33271 -0.08621 0.152
H -1.56681 2.71464 0.11263 0.137
H 0.88409 -1.79426 0.96327 0.155
H 0.36745 -2.02272 -0.72752 0.145
H 4.96860 -0.52178 0.04564 0.143
H 4.03705 1.05653 0.18587 0.116
```

HOMO level (alpha / beta) in eV: -13.007 / -13.007
DFT total energy in eV: -15036.3390
Relative energy (zero: lowest compared OMol25 entry of this formula, charge and spin) in kcal/mol: 55.1
Total charge: +1
Largest force on an atom in eV/A: 4.30
HOMO-LUMO gap (alpha / beta) in eV: 7.2 / 7.2
Multiplicity: 1
LUMO level (alpha / beta) in eV: -5.84 / -5.84


# 10
# C9H8NO3

2 unconnected molecules or ions with the total composition C9H8NO3 in a non-equilibrium geometry (wB97M-V/def2-TZVPD, OMol25).

Geometry as XYZ:
```
21
Properties=species:S:1:pos:R:3:lowdin_charge:R:1
C 2.46368 -0.28539 -0.80740 -0.138
C 2.26182 0.89651 -0.16003 -0.136
C 1.47925 -1.29962 -0.93762 -0.100
C 1.00316 1.09294 0.43225 -0.060
C 0.35850 -1.04359 -0.24951 -0.052
C -0.04605 0.18665 0.35468 -0.213
C -5.01013 0.85652 -0.11505 -0.456
C -4.64307 -0.47754 -0.08536 -0.203
C -1.29119 0.39536 0.89987 -0.147
N -2.32945 -0.34207 1.11735 0.033
O -2.04181 -1.65966 0.79452 -0.093
O -4.94031 1.71738 -1.02899 -0.202
O -4.82374 -1.68812 -0.01084 -0.051
H 3.44858 -0.35657 -1.41021 0.114
H 3.11408 1.59925 0.12244 0.118
H 1.68558 -2.32892 -1.22486 0.102
H 0.96804 2.10200 0.99588 0.131
H -0.49235 -1.82072 -0.38664 0.135
H -5.00970 1.15922 0.89190 0.066
H -1.44051 1.35801 1.35545 0.114
H -2.74082 -2.09956 0.37425 0.035
```

HOMO level (alpha / beta) in eV: -1.720 / -1.721
DFT total energy in eV: -17090.7209
Relative energy (zero: lowest compared OMol25 entry of this formula, charge and spin) in kcal/mol: 111.5
Total charge: -1
Largest force on an atom in eV/A: 5.28
HOMO-LUMO gap (alpha / beta) in eV: 4.8 / 4.8
Multiplicity: 1
LUMO level (alpha / beta) in eV: 3.10 / 3.10